# C3H8NO

A 2-piece molecular cluster, C3H8NO overall at a distorted geometry (ωB97M-V with the def2-TZVPD basis set, OMol25).

Output
energy above the lowest of the compared OMol25 structures with the same formula, charge and spin: 269.5 kJ/mol
orbital gap: 6.82 eV

Geometry as ORCA input:
```
! wB97M-V def2-TZVPD RIJCOSX def2/J DEFGRID3
* xyz -1 1
C 0.56 1.65 -1.12
O 0.33 2.24 0.09
H 1.37 0.92 -1.34
H -0.39 1.02 -1.29
H 0.59 2.36 -2.09
C 0.38 -1.74 0.68
C -1.28 -0.20 0.83
N -0.95 -1.34 1.27
H 0.61 -1.35 -0.31
H 0.58 -2.91 0.79
H 1.39 -1.27 1.13
H -2.40 -0.07 0.73
H -0.79 0.70 0.62
*
```